No. 1
DFT (ωB97M-V with the def2-TZVPD basis set) results for C8H13AuCl3F5GeNOSTe as an isolated structure.

**Net charge**: 0
**Molar mass**: 769.8 g mol⁻¹
**Kohn-Sham gap (spin up / spin down)**: 7.695 / 8.179 eV
**Energy**: -5201.3330 Eh
**HOMO (spin up / spin down)**: -8.29 / -10.73 eV
**Maximum force**: 0.03483 hartree/bohr
**Energy relative to the best compared isomer or geometry (same formula, charge and spin)**: 1.0940 eV
**LUMO energy (spin up / spin down)**: -0.02175 / -0.09377 Eh
**⟨S²⟩**: 3.7642
**2S+1**: 4

The geometry in XYZ format:
```
35
Properties=species:S:1:pos:R:3:lowdin_charge:R:1
Au -0.47 0.50 -0.16 0.965
C -0.61 0.49 -4.48 -0.068
C 0.01 0.06 -3.15 -0.711
C 0.46 -1.42 -3.24 -0.060
C 1.24 0.92 -2.85 -0.082
C -1.03 0.18 -2.08 -0.104
H 0.13 0.39 -5.28 0.085
H -0.93 1.53 -4.44 0.085
H -1.47 -0.13 -4.73 0.082
H 1.18 -1.53 -4.05 0.087
H -0.39 -2.07 -3.44 0.084
H 0.93 -1.73 -2.31 0.048
H 1.97 0.81 -3.65 0.089
H 1.73 0.62 -1.92 0.028
H 0.97 1.98 -2.77 0.087
H -2.09 0.05 -2.28 0.042
Cl 1.48 -2.98 0.51 0.088
Ge 2.65 -1.29 1.27 -0.128
Cl 3.88 -2.13 2.83 0.116
Cl 3.95 -0.80 -0.39 0.115
F 1.31 3.31 2.83 -0.352
Te 0.85 1.53 2.62 1.689
F 0.24 -0.25 2.80 -0.423
F 2.49 1.03 3.33 -0.386
F 0.29 1.64 4.39 -0.352
F -0.92 2.03 2.25 -0.400
O 1.35 1.41 0.88 -0.697
S -3.11 -2.33 2.41 1.070
C -3.80 -0.77 2.36 -0.366
C -3.13 0.01 1.48 -0.230
N -2.09 -0.63 0.85 -0.144
C -1.97 -1.87 1.24 -0.474
H -4.64 -0.50 2.98 0.076
H -3.34 1.04 1.25 0.114
H -1.20 -2.53 0.88 0.030
```

=====

No. 2
DFT (ωB97M-V with the def2-TZVPD basis set) results for an isolated ion of composition C8H13BIN2O5 and charge -1.

**Net charge**: -1
**Molar mass**: 354.9 g mol⁻¹
**Kohn-Sham gap**: 7.237 eV
**Energy**: -1120.9781 Eh
**HOMO**: -4.63 eV
**Maximum force**: 0.02980 hartree/bohr
**LUMO energy**: 0.09577 Eh

The geometry in XYZ format:
```
30
Properties=species:S:1:pos:R:3:lowdin_charge:R:1
C 2.30 2.20 -0.13 0.000
C 1.78 0.95 -0.18 -0.345
N 1.46 0.20 0.96 -0.454
I 3.04 -0.88 1.74 0.938
C 0.14 -0.49 0.91 -0.414
C -0.89 0.65 1.25 -0.104
C -2.22 0.65 0.47 -0.102
C -2.28 1.41 -0.83 -0.531
N -1.13 2.02 -1.33 0.149
O -3.32 1.48 -1.46 0.032
C -0.21 -1.17 -0.43 -0.045
B 0.80 -2.26 -0.97 -0.663
O 0.53 -3.63 -1.00 0.132
O 2.04 -1.86 -1.43 0.097
C -0.03 -1.50 2.10 -0.756
O -0.43 -2.64 1.81 -0.020
O 0.19 -1.04 3.25 -0.104
H 3.18 2.47 0.45 0.039
H 1.88 2.99 -0.75 0.032
H 1.66 0.52 -1.17 0.103
H -0.43 1.63 1.12 0.096
H -1.14 0.59 2.30 0.109
H -2.66 -0.33 0.35 0.123
H -2.93 1.20 1.10 0.123
H -1.42 2.61 -2.09 0.097
H -0.63 2.57 -0.64 0.076
H -0.31 -0.44 -1.24 0.094
H -1.14 -1.71 -0.28 0.107
H -0.11 -3.82 -1.69 0.093
H 2.30 -2.39 -2.19 0.099
```